No. 1
ORCA calculation (wB97M-V/def2-TZVPD) on a cluster of 11 separate species, C44H97N3O19S8 in total.

The geometry in ORCA input format:
```
! RIJCOSX wB97M-V def2-TZVPD def2/J DEFGRID3
* xyz 0 1
C 6.08 1.50 -2.45
H 3.68 -1.22 -1.03
H 3.33 -4.18 1.21
H 3.82 2.31 -0.54
C 1.77 -5.51 1.98
O 3.28 -6.44 -1.19
H -6.91 3.68 1.67
H 1.65 1.97 5.49
H -4.76 -2.91 4.28
C -7.17 2.49 3.46
H -3.02 0.42 0.58
H -8.32 4.14 2.94
H 0.27 4.76 2.02
C 0.14 4.51 0.98
C -0.18 -4.27 -1.94
H 0.10 -1.17 4.78
H 0.01 -6.01 -4.20
H -1.38 1.43 -4.19
H 0.92 -4.88 2.21
H 4.78 3.12 -3.06
N 4.58 2.79 -1.00
C -1.37 0.75 -0.95
C -2.45 -0.10 -0.24
H -2.17 -3.46 4.29
O -5.49 0.77 4.05
H 2.52 -8.47 0.36
H 2.71 -5.17 -3.12
C 4.24 -0.39 0.88
H 1.77 2.44 3.72
H 3.68 -2.37 0.30
H -3.18 5.53 -3.36
H -1.68 1.24 -1.90
C -5.82 1.83 3.16
C 1.83 1.64 4.42
H -1.06 1.06 5.11
N -7.42 2.83 4.90
H 1.90 6.51 0.12
C 1.25 6.09 -0.59
O 0.16 3.43 -3.24
H 0.65 -1.98 -0.24
H 6.21 1.05 -1.48
H 0.56 -6.69 0.64
H -0.28 -0.74 -2.20
H 0.03 -3.87 -0.98
H -6.59 5.37 -1.31
H 2.23 2.05 -5.73
C 2.55 -7.66 1.07
C -0.11 5.66 0.00
H -3.17 -0.47 -0.96
S 1.07 -3.47 -3.07
C -1.01 2.04 -5.06
H -0.86 -6.34 -2.04
C 0.07 -5.77 -2.09
C 0.75 -6.06 -3.38
H -3.72 -2.59 2.86
C -0.13 -0.15 -1.25
H 1.18 -7.06 -3.43
H 2.97 4.70 -1.35
N 0.81 -0.44 5.09
H 2.92 -1.02 -4.14
O -5.49 3.01 -3.77
H 2.36 -5.65 2.92
H 3.93 -0.63 -5.48
H -3.94 -5.96 1.16
H -5.48 -5.00 3.21
H 4.33 0.58 0.40
C 0.75 0.60 4.08
S -1.59 -1.48 0.57
O 4.91 -6.30 0.66
H 3.42 -0.29 1.60
H -0.30 0.76 -6.59
H -3.65 0.90 4.86
C 5.62 -1.99 -0.48
H 6.97 2.06 -2.67
O 5.40 -1.11 3.17
C 6.38 -2.13 0.85
H -4.05 -0.69 4.19
O -1.41 4.66 -4.73
S 5.70 -0.66 1.84
C 1.92 4.81 -1.05
H -5.81 1.42 2.15
H -5.25 6.95 -2.16
O 3.76 0.94 -4.10
C 0.15 1.32 -5.76
H 0.50 -0.50 0.80
S 1.78 3.89 0.51
H 4.64 -0.91 -3.85
H 1.70 -0.91 5.03
H 5.57 -2.93 -0.96
H 0.79 0.40 -1.43
C 2.64 -4.91 0.85
O -1.67 -1.36 1.99
O 2.78 4.40 1.43
C -4.24 5.37 -3.17
O 1.72 2.44 0.35
H -0.80 5.47 -0.78
H 7.45 -1.92 0.84
C 0.80 3.73 -5.73
H -1.88 2.28 -5.63
H -1.17 -3.92 -2.18
H 5.44 2.51 -0.57
H 0.58 -6.22 -1.22
H 1.18 6.74 -1.45
H -5.84 2.87 -1.21
H 2.18 -5.02 -4.71
C -0.61 1.28 4.18
H 0.92 0.30 3.05
H -5.03 2.59 3.31
H 2.57 1.74 -2.59
O 1.87 -2.62 -2.19
H -4.87 5.59 -4.10
H -6.57 4.49 3.10
H 4.26 1.83 5.81
H 0.60 0.56 -5.06
H 1.41 2.37 -7.19
H 1.25 4.33 -1.74
H -5.67 -3.76 2.09
H 3.64 0.42 -2.05
H 0.35 4.25 -6.57
H -0.53 6.52 0.54
C 4.75 2.28 -2.34
H -4.20 3.34 -0.65
C 1.28 -6.88 1.47
C 4.17 1.73 4.70
C -4.90 -4.32 2.60
H -3.41 -4.18 0.97
C -3.84 -5.00 1.67
H 6.26 -3.06 1.43
H -7.90 1.75 3.10
H -7.08 2.00 5.34
C -4.17 0.37 4.06
O -2.47 -6.59 3.28
H 2.06 -4.60 -0.07
H 3.06 -8.09 1.97
S 3.51 -6.38 0.27
O 3.04 0.98 4.32
H -1.29 0.95 3.34
C -5.58 5.10 -0.97
C 1.80 -5.03 -3.68
C 1.28 2.30 -6.12
H -0.98 1.56 -0.35
S -4.50 3.56 -2.94
S -2.50 -5.24 2.83
H 4.25 2.69 4.25
C 0.04 -1.08 -0.03
H -6.79 3.59 5.17
H -0.58 2.36 3.97
H 0.79 -7.37 2.29
C 4.18 -1.52 -0.14
C -5.08 3.66 -1.20
C -4.16 -3.33 3.51
C 3.61 1.30 -2.70
O 0.37 -2.79 -4.13
H -3.82 6.36 -1.31
S -0.46 3.61 -4.51
H -5.47 5.45 0.07
C 3.78 -0.48 -4.42
H -3.65 0.67 3.11
H 5.02 1.10 4.34
O -3.24 2.88 -2.97
H 6.12 -1.23 -1.10
H -3.28 -4.67 5.01
C -7.32 3.77 2.69
O -2.04 -2.68 -0.11
C -4.70 6.03 -1.83
C -3.00 -4.10 4.13
H -0.45 3.64 0.98
H 1.57 4.32 -5.23
O 6.62 0.42 1.71
O -1.29 -4.71 2.26
H 6.00 0.79 -3.24
*
```

## Properties
SMILES string: O=S1(=O)CCCC1.O=S1(=O)CCCC1.O=S1(=O)CCCC1.O=S1(=O)CCCC1.O=S1(=O)CCCC1.O=S1(=O)CCCC1.O=S1(=O)CCCC1.O=S1(=O)CCCC1.COC[C@H](C)N.COC[C@H](C)N.COC[C@H](C)N
Kohn-Sham gap: 9.28 eV

Here are the Löwdin charges for atoms 1 to 99, given in e: -0.03, 0.07, 0.08, 0.03, -0.20, -0.36, 0.07, 0.15, 0.10, -0.45, 0.10, 0.09, 0.10, -0.19, -0.17, 0.10, 0.13, 0.11, 0.08, 0.14, 0.06, -0.18, -0.19, 0.08, -0.19, 0.09, 0.08, -0.21, 0.10, 0.08, 0.07, 0.09, -0.22, -0.23, 0.06, 0.05, 0.09, -0.21, -0.31, 0.09, 0.06, 0.11, 0.12, 0.04, 0.12, 0.08, -0.21, -0.18, 0.10, 0.71, -0.24, 0.12, -0.22, -0.24, 0.08, -0.19, 0.13, 0.10, 0.05, 0.04, -0.30, 0.13, 0.09, 0.10, 0.11, 0.07, -0.44, 0.67, -0.33, 0.10, 0.12, 0.09, -0.18, 0.08, -0.32, -0.17, 0.06, -0.31, 0.65, -0.21, 0.12, 0.12, -0.22, -0.18, 0.10, 0.67, 0.09, 0.06, 0.10, 0.10, -0.20, -0.32, -0.32, -0.19, -0.36, 0.10, 0.09, -0.22, 0.09

---

No. 2
ORCA calculation (wB97M-V/def2-TZVPD) on a cluster of 2 separate species, C7H12O in total.

The geometry in ORCA input format:
```
! RIJCOSX wB97M-V def2-TZVPD def2/J DEFGRID3
* xyz 0 1
H 2.05 -3.53 2.70
O -0.72 5.49 -2.55
H -1.11 5.72 -1.72
C 0.10 -0.66 -1.11
C 1.22 -1.53 2.49
H 0.92 -0.60 -1.84
C 1.75 -2.58 3.11
H 0.67 -0.73 2.99
C -1.05 0.27 -1.43
H 2.01 -2.55 4.16
H -0.23 -1.70 -1.19
H -2.78 -1.10 -1.16
H -3.08 0.60 -1.52
C 0.99 -1.46 1.05
H -0.83 1.29 -1.72
C -2.30 -0.15 -1.35
C 0.50 -0.44 0.32
H 0.48 0.60 0.64
H 1.18 -2.36 0.46
H 0.23 5.42 -2.34
*
```

## Properties
SMILES string: C=C/C=C/CC=C.O
Kohn-Sham gap: 9.29 eV
energy above the lowest of the compared OMol25 structures with the same formula, charge and spin: 221.7 kJ/mol

So, what does the natural (NBO) scheme give us? The charges, in e, come out as: 0.19, -0.93, 0.47, -0.49, -0.22, 0.22, -0.38, 0.21, -0.17, 0.19, 0.21, 0.20, 0.19, -0.23, 0.21, -0.39, -0.15, 0.20, 0.19, 0.47

---

No. 3
ORCA calculation (wB97M-V/def2-TZVPD) on a structure of composition C4F14K5NO16S6.

The geometry in ORCA input format:
```
! RIJCOSX wB97M-V def2-TZVPD def2/J DEFGRID3
* xyz 0 1
O -1.86 -5.82 -2.05
O 3.50 0.06 -1.37
F -4.41 -3.89 -2.21
O 2.52 -0.08 3.27
F 2.83 2.89 4.25
K -0.44 2.68 -2.24
F -0.75 2.53 2.46
F 2.72 0.91 -4.97
F 3.43 -0.98 -4.16
S -2.63 -1.21 0.81
O 2.82 2.27 -2.15
N -1.38 -1.35 0.04
F -0.73 4.72 3.06
K -4.56 2.54 0.17
O -1.89 -5.86 -4.44
K 0.56 -1.52 4.77
O -1.77 5.80 0.38
S -0.48 -0.16 0.87
O -2.73 -2.13 1.99
C 3.46 0.30 -4.09
S -2.18 -5.05 -3.27
S 2.78 0.85 -2.38
K -1.04 -4.02 -0.12
C 3.91 2.18 4.04
S -1.17 4.45 0.47
F -4.59 -4.24 -4.31
K -0.23 -1.48 -2.45
O 3.24 0.01 5.62
C -4.11 -4.67 -3.16
O 0.25 4.35 0.14
O 1.38 0.41 -2.44
O 4.86 -0.41 3.75
O -0.21 -0.37 2.29
F -4.62 -5.83 -2.91
F 4.74 0.68 -4.17
O -2.08 3.52 -0.20
S 3.65 0.27 4.19
F 0.88 -0.67 0.26
F -2.56 3.80 2.55
O -3.27 0.09 0.90
F 4.77 2.62 5.01
O -0.51 1.22 0.29
C -1.27 3.82 2.31
F -3.51 -1.93 -0.33
O -1.64 -3.73 -3.31
F 4.34 2.45 2.84
*
```

## Properties
Kohn-Sham gap: 7.01 eV

So, what does the natural (NBO) scheme give us? The charges, in e, come out as: -1.04, -0.95, -0.30, -1.06, -0.32, 0.97, -0.33, -0.31, -0.30, 2.45, -0.96, -1.22, -0.28, 0.99, -0.94, 0.98, -0.95, 2.36, -0.91, 0.76, 2.28, 2.28, 0.97, 0.75, 2.26, -0.32, 0.96, -1.03, 0.75, -0.95, -1.17, -0.94, -0.87, -0.32, -0.31, -1.13, 2.24, -0.47, -0.34, -0.95, -0.33, -0.85, 0.75, -0.51, -1.09, -0.30

---

No. 4
ORCA calculation (wB97M-V/def2-TZVPD) on a structure of composition C39H54HfN4OPTe.

The geometry in ORCA input format:
```
! RIJCOSX wB97M-V def2-TZVPD def2/J DEFGRID3
* xyz 2 2
H 2.07 4.12 3.76
H -1.79 -1.44 -4.22
H 0.49 -6.14 1.74
H 1.42 -2.69 4.08
C 0.97 -3.13 3.19
P -1.64 1.92 0.28
C 3.31 -0.96 -0.50
H -0.90 3.22 2.19
H 3.59 2.39 3.78
H 4.53 0.93 -3.27
C 5.60 5.02 -0.09
H 4.93 3.77 -5.28
H 6.53 7.09 -4.50
H -3.32 0.24 0.74
C -0.50 0.54 -2.82
H -0.54 0.42 -3.91
C 2.82 3.31 0.55
C -1.50 -2.36 -0.95
H 1.87 -0.63 -2.78
H -1.08 0.53 3.20
H -2.65 3.79 -0.86
C 3.81 2.38 2.71
C 6.05 6.21 -4.94
H 0.79 -1.60 -3.82
C -1.02 -0.54 3.03
C -1.86 2.81 1.86
H 2.62 -2.94 -0.04
H -0.57 -4.73 0.03
Te 4.21 2.07 -0.43
H 1.49 -5.13 3.76
H 6.76 5.74 -5.62
C 1.16 5.04 0.64
Hf 0.34 -0.18 0.11
C 5.62 5.24 -3.87
H 6.25 6.46 -2.23
H -3.28 0.63 -0.97
C 5.05 4.02 -4.23
H 2.33 -0.63 2.75
C -3.29 -3.55 -2.04
C -0.16 -4.28 0.92
H 6.36 5.80 0.00
C 4.81 3.43 -1.93
C 5.39 4.64 -1.53
H -2.25 2.14 2.63
C 1.20 5.04 2.03
N 0.27 -0.87 2.36
H -0.91 4.01 -0.63
C 1.81 4.23 -1.62
H 1.91 3.23 -2.06
H -2.57 3.62 1.72
C 4.04 1.79 -3.72
C 2.03 4.13 2.67
C 5.78 5.53 -2.52
C -1.26 -1.69 -2.15
H -2.76 -3.80 0.02
H 4.39 -2.79 -0.21
C 0.36 -2.34 2.24
H 4.09 1.69 -4.80
H -4.06 1.74 0.17
H 3.55 -2.18 1.24
C 0.45 -5.07 1.88
C -3.23 1.06 0.03
H -1.08 -1.05 3.99
C 4.65 3.09 -3.28
H 0.51 5.75 0.13
H 0.26 1.29 -2.60
H 1.33 0.81 3.04
O 4.08 -0.60 -1.39
C -1.68 3.30 -0.91
H 5.95 4.17 0.51
H 3.75 1.34 2.37
H 5.20 6.53 -5.53
H -4.09 -4.27 -2.00
C 1.38 -0.27 3.14
C 0.37 6.01 2.83
H 0.85 4.64 -1.91
N -0.71 -1.98 0.15
H -3.61 -3.10 -4.12
H 4.69 5.39 0.37
C -0.22 -2.90 1.09
H -0.38 6.50 2.22
C 1.01 -4.51 3.02
H 2.98 1.73 -3.43
C 3.49 -2.30 0.16
H 2.58 4.86 -2.07
C 1.95 4.18 -0.12
H -1.85 -0.88 2.41
H -1.51 2.97 -1.94
H 4.84 2.71 2.59
C -2.00 -1.95 -3.29
C 2.86 3.28 1.96
C -3.02 -2.89 -3.24
H 1.01 6.79 3.26
H -1.48 0.87 -2.48
N -0.15 -0.73 -2.14
H -0.13 5.52 3.67
H 1.33 -2.23 -2.26
N 2.26 -0.18 -0.10
C -2.54 -3.29 -0.91
C 1.04 -1.33 -2.80
H 1.29 -0.52 4.20
*
```

## Properties
Kohn-Sham gap (spin up / spin down): 7.32 / 5.54 eV

Here are the Löwdin charges for atoms 1 to 99, given in e: 0.13, 0.12, 0.12, 0.12, -0.02, 0.76, -0.74, 0.03, 0.09, 0.06, -0.05, 0.13, 0.08, 0.04, -0.08, 0.11, -0.40, -0.24, 0.07, 0.07, 0.07, -0.09, -0.03, 0.11, -0.05, -0.24, 0.08, 0.12, 1.86, 0.12, 0.09, -0.03, 1.54, -0.24, 0.13, 0.04, 0.01, 0.08, -0.05, -0.01, 0.09, -0.41, -0.30, 0.04, -0.27, -0.30, 0.01, -0.04, 0.05, 0.07, -0.06, -0.01, 0.01, -0.22, 0.12, 0.09, -0.23, 0.09, 0.07, 0.08, -0.05, -0.25, 0.12, -0.31, 0.13, 0.08, 0.08, -0.11, -0.24, 0.06, 0.04, 0.09, 0.12, -0.08, -0.03, 0.08, -0.09, 0.12, 0.09, -0.25, 0.08, -0.05, 0.06, 0.00, 0.09, -0.29, 0.09, 0.04, 0.08, -0.02, -0.32, -0.05, 0.10, 0.06, -0.30, 0.09, 0.10, -0.21, -0.02

---

No. 5
ORCA calculation (wB97M-V/def2-TZVPD) on a structure of composition C6H4N2S.

The geometry in ORCA input format:
```
! RIJCOSX wB97M-V def2-TZVPD def2/J DEFGRID3
* xyz 0 1
C -1.94 -1.01 -1.17
C -0.29 0.28 0.67
H -1.98 0.71 1.91
S 2.14 0.58 0.56
C 0.21 -0.03 -0.68
C -2.49 -0.47 0.09
H -3.63 -0.53 0.10
C -1.73 0.18 1.00
H -0.32 -1.07 -2.58
C -0.67 -0.74 -1.56
N 0.77 0.67 1.42
N 1.49 -0.06 -0.95
H -2.63 -1.87 -1.78
*
```

## Properties
Kohn-Sham gap: 8.65 eV
energy above the lowest of the compared OMol25 structures with the same formula, charge and spin: 40.2 kJ/mol

So, what does the natural (NBO) scheme give us? The charges, in e, come out as: -0.20, 0.11, 0.24, 0.79, 0.08, -0.20, 0.23, -0.23, 0.23, -0.20, -0.58, -0.50, 0.23

---

No. 6
ORCA calculation (wB97M-V/def2-TZVPD) on a cluster of 2 separate species, C3H5N3 in total.

The geometry in ORCA input format:
```
! RIJCOSX wB97M-V def2-TZVPD def2/J DEFGRID3
* xyz 0 1
N 0.12 1.00 -0.38
H 2.20 1.18 -0.29
N -1.46 -1.29 1.47
H 1.60 0.16 -1.60
C -0.91 0.33 -0.90
C 1.46 0.42 -0.55
C -0.75 -1.05 2.37
N -1.82 -0.25 -1.35
H 1.61 -0.47 0.07
H -1.99 -1.39 0.61
H -0.07 1.36 0.55
*
```

## Properties
Kohn-Sham gap: 11.08 eV
energy above the lowest of the compared OMol25 structures with the same formula, charge and spin: 193.1 kJ/mol

So, what does the natural (NBO) scheme give us? The charges, in e, come out as: -0.65, 0.21, -0.74, 0.22, 0.45, -0.40, 0.26, -0.43, 0.20, 0.47, 0.41

---

No. 7
ORCA calculation (wB97M-V/def2-TZVPD) on a structure of composition C29H35BrF5InN3O6P.

The geometry in ORCA input format:
```
! RIJCOSX wB97M-V def2-TZVPD def2/J DEFGRID3
* xyz 0 1
N -2.61 -2.72 0.05
P 0.36 3.89 -0.41
H -1.99 -1.20 0.34
H -1.15 7.87 -0.73
H -0.58 5.40 -2.44
H -3.09 4.64 0.68
C 0.58 -3.26 -1.10
C 2.66 4.59 0.60
C 0.16 -2.74 4.01
C -1.90 -3.36 0.95
H -1.95 0.20 -2.02
H -1.08 1.47 -2.57
H 3.40 -2.19 0.39
C -2.92 3.82 1.39
C 4.37 -1.70 0.51
H 0.92 1.33 4.41
H -4.11 -2.59 -2.36
C -1.17 -2.69 2.02
C 1.12 1.29 3.33
H -1.43 7.75 -2.48
O 4.50 -0.72 -0.54
H 2.62 5.66 0.82
C 3.69 3.89 1.46
C -0.61 -3.52 -3.54
F -1.19 -3.63 -4.74
F -0.38 -5.86 -3.40
In 0.81 -0.01 -0.70
C -2.75 -6.09 -1.21
O -0.14 5.45 -0.41
H 4.63 0.80 -2.35
C -0.93 -1.32 1.90
H -1.63 1.49 -1.02
F 0.76 -5.64 -0.94
H -0.83 -4.45 3.22
C -0.62 -3.40 3.10
O 1.36 4.03 0.86
O -0.87 3.14 0.32
C 0.20 -2.10 -1.72
F -0.82 -1.21 -3.67
C 4.64 1.36 -1.41
H -1.27 2.77 2.29
H 5.55 1.97 -1.34
H -1.97 5.59 -1.37
Br 0.90 -3.70 5.47
C -3.74 -3.55 -2.04
C 4.56 0.52 -0.17
C -0.20 -4.66 -2.86
C -0.93 5.89 -1.53
H -1.22 -5.34 1.17
H 1.17 2.30 2.93
C -0.12 -0.67 2.84
N -1.84 -4.70 0.71
H 5.17 -2.43 0.38
C -3.02 -3.68 -0.86
H 4.44 -1.20 1.47
H -2.36 -7.05 -0.90
H -4.51 -4.63 -3.72
H -0.93 4.47 1.91
C 0.43 -1.38 3.89
C -0.39 -2.28 -2.95
H 1.06 -0.89 4.62
N -1.26 0.90 -1.75
H 2.90 4.47 -0.46
O 0.05 0.66 2.64
C -3.96 -4.69 -2.79
H 3.75 2.83 1.22
C -1.44 3.57 1.57
C -0.81 7.39 -1.65
H 2.06 0.78 3.14
C -3.47 -5.94 -2.38
O -1.39 -0.59 0.86
H 3.80 2.07 -1.38
H 4.68 4.33 1.28
H -3.42 2.93 1.01
C -2.53 -4.94 -0.46
H -3.64 -6.81 -3.00
H 0.22 7.68 -1.83
H -3.38 4.09 2.34
C 0.39 -4.53 -1.62
F 1.18 -3.21 0.13
H 3.45 4.01 2.52
*
```

## Properties
Kohn-Sham gap: 7.45 eV
energy above the lowest of the compared OMol25 structures with the same formula, charge and spin: 21.0 kJ/mol

So, what does the Löwdin scheme give us? The charges, in e, come out as: 0.17, 0.83, 0.07, 0.08, 0.10, 0.07, -0.27, -0.31, -0.68, -0.25, 0.04, 0.05, 0.07, -0.06, -0.05, 0.10, 0.11, -0.08, -0.05, 0.08, -0.18, 0.12, -0.07, -0.16, 0.11, 0.12, 0.81, -0.02, -0.31, 0.07, -0.21, 0.01, 0.10, 0.11, -0.08, -0.33, -0.37, -0.14, 0.04, -0.12, 0.11, 0.07, 0.11, 0.74, -0.01, -0.14, -0.15, -0.33, 0.16, 0.08, -0.22, 0.19, 0.09, -0.21, 0.08, 0.12, 0.10, 0.11, -0.05, -0.25, 0.10, 0.00, 0.10, -0.11, -0.08, 0.05, -0.27, -0.08, 0.11, -0.08, -0.04, 0.05, 0.08, 0.08, -0.19, 0.11, 0.08, 0.08, -0.16, 0.03, 0.08